Molecular formula: C2H2O4
Method: DFT, the ωB97M-V functional and the def2-TZVPD basis

Summary:
- E_LUMO: -1.117 eV
- SMILES: O=C(O)C(=O)O
- DFT total energy: -378.32105 hartree
- Strongest force on any atom: 8.25 eV Å⁻¹
- Kohn-Sham gap: 10.1 eV
- Relative energy (zero: lowest compared OMol25 entry of this formula, charge and spin): 58.5 kcal per mole

CARTESIAN COORDINATES (ANGSTROEM)
O 0.718 -1.195 -0.002
C 0.342 -0.042 0.339
O 0.607 0.275 1.765
C -0.539 0.684 -0.537
O -0.641 1.931 -0.408
O -1.161 -0.033 -1.485
H 1.202 -0.694 1.968
H -0.528 -0.925 -1.640

Which charges does Löwdin predict for the atoms? In e, they are: atom 1 (O): 0.06, atom 2 (C): -0.30, atom 3 (O): 0.00, atom 4 (C): -0.44, atom 5 (O): 0.13, atom 6 (O): 0.10, atom 7 (H): 0.24, atom 8 (H): 0.22